Density functional theory data (ωB97M-V with the def2-TZVPD basis set) for the ion C10H15ClNOS with charge +1.

E = -37497.492 eV
HOMO (spin up / spin down) = -0.4787 / -0.4787 hartree
net charge = +1
gap between HOMO and LUMO (spin up / spin down) = 6.8 / 6.8 eV

Each line ends with the Löwdin charge.
CARTESIAN COORDINATES (ANGSTROEM)
C: 1.217 -1.905 4.065  0.01
C: -0.128 -1.573 3.862  -0.03
C: 2.161 -1.564 3.062  -0.04
C: -0.426 -1.224 2.557  0.02
C: 1.861 -1.243 1.777  -0.02
C: 0.516 -1.060 1.460  -0.35
C: -2.119 0.015 -3.405  -0.08
C: -1.441 0.992 -2.414  -0.28
C: 0.141 1.010 -2.686  -0.21
C: 0.792 1.941 -1.608  -0.29
N: 0.007 -0.715 0.225  0.06
O: 1.216 1.695 1.097  -0.39
S: 0.255 1.376 0.050  0.67
Cl: -1.303 2.695 0.301  0.43
H: 1.629 -2.272 4.938  0.10
H: -0.800 -1.801 4.666  0.12
H: 3.160 -2.024 3.146  0.13
H: -1.504 -0.854 2.486  0.15
H: 2.515 -0.841 1.027  0.13
H: -2.634 0.417 -4.266  0.07
H: -1.240 -0.590 -3.832  0.10
H: -2.846 -0.611 -2.999  0.04
H: -1.572 0.651 -1.272  0.06
H: -1.838 1.968 -2.504  0.08
H: 0.554 0.027 -2.748  0.09
H: 0.322 1.490 -3.770  0.17
H: 0.629 2.982 -1.750  0.09
H: 1.871 1.845 -1.620  0.10
H: -0.993 -0.829 0.156  0.08